# C5H14N2S

An isolated molecule of C5H14N2S in a non-equilibrium geometry (ωB97M-V with the def2-TZVPD basis set, OMol25).

Strongest force on any atom = 5.89 eV Å⁻¹
SMILES = CNC[C@@H](CS)NC
HOMO-LUMO gap = 8.416 eV
E_HOMO = -0.275 hartree
Energy above the lowest of the compared OMol25 structures with the same formula, charge and spin = 61.4 kcal/mol

Structure (XYZ):
```
22
Properties=species:S:1:pos:R:3:forces:R:3
H -1.9493 -0.1789 -1.0606 -0.4785 -0.6082 0.0440
H 1.1998 1.5450 0.3533 -2.2101 -0.5528 0.7905
C 0.1371 -0.0616 -0.5570 0.0388 -0.1088 -2.4707
H -0.2505 1.2413 -2.1902 -0.6474 0.2568 -0.1811
H -1.0458 0.6194 3.0872 -0.3586 -0.5674 -0.3137
H 0.7057 -0.1706 -3.9714 -0.9370 2.0931 -2.7373
C 0.9663 -0.3135 -2.9989 1.2391 -0.4573 4.0727
N 0.5234 0.0075 1.7949 1.4991 1.3734 0.8519
N 0.5044 0.6855 -1.8464 0.9438 -2.6196 -1.0873
S -1.5268 -1.7092 0.9221 -1.7810 -0.2002 -0.5126
H 2.1164 -0.4038 -3.0088 -1.8788 -0.0356 0.4087
H 0.3515 0.0367 3.8422 0.8795 -1.0672 2.0274
H -0.5802 1.4333 0.9545 -2.1643 1.6641 -0.0334
H -1.0106 -1.7552 -1.4146 -0.5443 0.8027 0.3606
H 0.4624 -1.3021 -2.9442 0.6841 0.1402 0.9559
H -2.3740 -0.8042 1.5233 0.6823 -0.4247 -0.6046
H 1.5249 -0.3750 1.7998 -2.0385 1.1901 0.2505
C 0.2437 0.9091 0.6472 4.9858 -2.9193 -1.1628
H 0.9823 -0.8030 -0.5056 -0.7536 0.6768 0.4854
C -1.2202 -0.9127 -0.7173 2.4253 0.8755 1.1567
C 0.0441 0.6262 3.0582 -0.6498 0.1257 -2.2106
H 0.1953 1.6858 3.2325 1.0643 0.3628 -0.0901
```
Forces are in eV/Å.

natural (NBO) population analysis, charges in e, atoms 1 to 6:
1 H 0.217
2 H 0.199
3 C -0.045
4 H 0.348
5 H 0.174
6 H 0.201

---

# C4H7I

A cluster of 2 separate species, C4H7I in total in a non-equilibrium geometry (ωB97M-V with the def2-TZVPD basis set, OMol25).

Strongest force on any atom = 3.80 eV Å⁻¹
HOMO-LUMO gap (alpha / beta) = 7.892 / 5.922 eV
E_HOMO (alpha / beta) = -0.324 / -0.302 hartree
Energy above the lowest of the compared OMol25 structures with the same formula, charge and spin = 54.2 kcal/mol

Structure (XYZ):
```
12
Properties=species:S:1:pos:R:3:forces:R:3
H 1.6111 -0.9819 1.0577 -2.1218 -0.7845 -0.9965
H -0.7082 -1.4114 -1.3522 0.8036 -0.2937 1.1998
C 0.2431 -1.0879 -0.8383 -1.8212 -0.8413 -0.3209
H 1.1826 1.8356 -0.0754 -0.4199 -0.3873 -0.2083
H -0.0377 -1.6949 1.4596 -0.9652 -0.9533 0.4296
I -3.2558 0.3327 0.1042 1.1379 -0.2306 0.0346
H 0.9844 -1.1875 -1.6053 0.9732 0.4151 0.1137
C -0.0036 0.0242 0.0334 -0.3114 0.8764 0.7798
C 0.5040 -1.2162 0.7003 2.3399 2.7833 -1.0980
H -0.1163 1.9124 1.0809 -0.2761 -0.1314 0.0431
H -0.5320 1.9558 -0.6637 0.4111 0.0197 0.2855
C 0.1284 1.5192 0.0987 0.2498 -0.4725 -0.2624
```
Forces are in eV/Å.

natural (NBO) population analysis, charges in e, atoms 1 to 6:
1 H 0.231
2 H 0.279
3 C -0.521
4 H 0.235
5 H 0.253
6 I -0.367

---

# C9H24IO4Si

A cluster of 2 separate species, C9H24IO4Si in total in a non-equilibrium geometry (ωB97M-V with the def2-TZVPD basis set, OMol25).

Strongest force on any atom = 2.92 eV Å⁻¹
HOMO-LUMO gap = 5.466 eV
E_HOMO = -0.407 hartree
Total charge = +1

Structure (XYZ):
```
39
Properties=species:S:1:pos:R:3:forces:R:3
H 4.8549 0.0064 0.4454 -1.7120 -1.5268 -0.9267
H -4.2126 2.2311 2.1744 -0.1811 -0.2171 -0.3555
H 4.4136 -0.8812 -1.1872 -0.8695 0.6567 2.3138
C -1.2760 -2.0723 -1.0737 0.9786 -0.8951 -0.4867
I 1.4295 1.3759 -3.8683 -0.7598 -0.5063 0.5450
H 3.9758 2.1304 -0.0989 -1.9497 -0.9158 1.1238
H -3.3350 0.1043 0.7171 -0.3774 -2.3079 0.7643
O 2.8687 0.3208 -0.3324 0.4863 0.3842 1.3267
H -0.9069 -2.5929 1.1273 -1.4596 1.5341 -1.1223
H -1.5748 0.5830 -3.0169 -0.4291 -0.0850 -0.0045
C 3.6021 -2.0159 0.6191 0.0656 -0.0500 -0.2434
O -2.9956 -2.1008 0.8137 0.2553 2.3805 0.2515
H -3.6508 -0.7778 2.4107 -0.0795 -0.0569 -2.3284
Si -0.3213 0.4975 -2.2768 1.9458 -0.2328 1.0098
H -4.5555 2.3163 0.5753 -0.0252 -0.2415 0.3534
H -5.5988 1.5764 1.5981 0.4351 0.0605 -0.0924
O -4.6490 1.7833 1.4055 -0.4695 0.8260 0.1993
H 3.2206 -1.8874 1.7414 0.9234 -0.2670 -2.5108
O 0.9357 2.5214 -0.8753 -0.4773 -0.9169 2.7277
H 2.7737 -2.5762 -0.0192 1.6477 1.3308 1.3706
H -1.2351 2.3733 -0.8410 1.7624 -0.9645 0.7112
H 2.1717 3.6971 0.4118 -0.9058 -2.4355 -0.1621
C 3.0397 1.5892 0.3925 0.9034 -0.0335 0.1966
H -1.0055 -3.2231 -1.1957 -0.8390 2.4020 0.3024
H 4.5630 -2.7226 0.5713 -2.0819 1.6586 0.3226
H 3.2932 1.3151 1.5250 -0.5249 0.8934 -2.2522
C 3.9971 -0.5979 -0.1057 0.9802 -0.3789 -0.8122
C 1.7346 2.5879 0.3582 1.0957 0.8335 0.5030
C 0.0842 -1.2653 -1.6154 0.2546 -1.5395 0.8311
C -1.5761 -1.8320 0.5238 0.6331 -0.1349 -0.3378
H 0.8087 -1.2447 -0.6693 -1.2897 0.3199 -2.2237
H -1.3230 -0.7573 0.9159 -0.2710 -1.9008 -0.9518
C -3.7194 -0.8880 1.2266 -0.3066 -0.5361 0.3511
H 1.1178 2.4468 1.3487 0.8292 0.0694 -2.0863
H -4.8540 -1.0444 0.9428 2.2302 0.2304 0.5059
H -0.2890 1.0788 0.2931 0.0600 1.3893 -2.0606
C -0.2709 1.6947 -0.7200 -0.6215 0.2712 -0.2126
H -2.1852 -1.8698 -1.7818 1.4942 -0.2324 1.6396
H 0.6501 -1.8801 -2.4601 -1.3503 1.1346 1.8207
```
Forces are in eV/Å.

natural (NBO) population analysis, charges in e, atoms 1 to 6:
1 H 0.189
2 H 0.588
3 H 0.198
4 C -0.442
5 I -0.190
6 H 0.188

---

# C3H3O4Tl

A structure of composition C3H3O4Tl in a non-equilibrium geometry (ωB97M-V with the def2-TZVPD basis set, OMol25).

Strongest force on any atom = 3.02 eV Å⁻¹
HOMO-LUMO gap = 6.687 eV
E_HOMO = -0.290 hartree
Energy above the lowest of the compared OMol25 structures with the same formula, charge and spin = 105.0 kcal/mol

Structure (XYZ):
```
11
Properties=species:S:1:pos:R:3:forces:R:3
C -0.7488 -0.5187 0.9062 0.6849 0.6940 1.5872
O 3.0308 1.4749 -1.2367 0.0813 -0.1826 -0.2540
Tl 3.2793 -0.6493 -0.8698 0.5625 0.0010 -0.1632
H -0.8250 -2.2237 -0.2838 0.1271 -0.1387 0.0985
H 2.5983 2.1680 -0.7482 -0.2543 0.2531 0.2800
H -0.4022 0.2242 1.6129 0.0055 0.0583 -0.5374
C -0.1337 -1.5395 0.2435 1.0413 0.7049 -2.7466
C -2.5671 0.9335 0.0963 -0.4203 -0.9014 0.7523
O -2.0483 -0.1178 0.3071 -0.6642 0.0737 -0.2780
O 1.0985 -1.5722 -0.0566 -1.4232 -0.9662 1.6107
O -3.2817 1.8206 0.0291 0.2593 0.4040 -0.3496
```
Forces are in eV/Å.

Mulliken population analysis, charges in e, atoms 1 to 6:
1 C -0.345
2 O -0.817
3 Tl 0.559
4 H 0.262
5 H 0.199
6 H 0.355

---

# C2H12N2O3

A cluster of 4 separate species, C2H12N2O3 in total in a non-equilibrium geometry (ωB97M-V with the def2-TZVPD basis set, OMol25).

Spin multiplicity = 2
Strongest force on any atom = 2.37 eV Å⁻¹
HOMO-LUMO gap (alpha / beta) = 9.545 / 6.186 eV
E_HOMO (alpha / beta) = -0.485 / -0.485 hartree
Energy above the lowest of the compared OMol25 structures with the same formula, charge and spin = 21.7 kcal/mol
Total charge = +1

Structure (XYZ):
```
19
Properties=species:S:1:pos:R:3:forces:R:3
O -4.3434 -0.4053 4.8178 0.0056 0.5066 -0.0257
H 2.8449 -0.8635 1.8987 0.0935 0.1415 0.2456
H -1.3195 3.8049 0.0490 -0.1009 -0.2860 0.0889
H -4.8235 -0.7203 4.0503 -0.0394 -0.1944 -0.0037
N -0.8014 -1.6387 -2.8073 2.2747 0.2576 0.3847
C 0.3713 -0.9792 -2.7583 -2.1604 0.9171 0.3450
O 2.9079 0.0993 1.9081 0.4198 -0.0527 -0.2593
C 1.1265 -1.1660 -1.6284 1.4661 -1.2011 1.2383
H 0.6184 -0.2056 -3.4734 -0.1498 -0.1234 -0.2303
H -0.8869 -2.3536 -2.0879 -0.7096 0.0659 -0.4545
O -1.3800 4.6734 0.4486 0.1704 0.1259 -0.2905
H 2.0429 0.4142 -0.6938 0.3147 0.4354 -0.4655
H 3.8143 0.2961 2.2043 -0.5161 -0.1134 -0.0697
H 0.9144 -2.0893 -1.0743 0.2512 -0.1610 -0.3138
N 2.1982 -0.4529 -1.1905 -0.7638 0.3942 -0.7851
H -1.0548 5.2467 -0.2560 -0.0766 0.1820 0.2003
H -1.3995 -1.5933 -3.6008 -0.5251 -0.1461 -0.4576
H -3.9008 -1.1566 5.2080 0.0284 -0.3204 0.0319
H 3.0709 -0.9103 -1.0141 0.0175 -0.4276 0.8210
```
Forces are in eV/Å.

natural (NBO) population analysis, charges in e, atoms 1 to 6:
1 O -0.937
2 H 0.468
3 H 0.455
4 H 0.467
5 N -0.604
6 C 0.092

---

# C3H6IO3P

A structure of composition C3H6IO3P in a non-equilibrium geometry (ωB97M-V with the def2-TZVPD basis set, OMol25).

Strongest force on any atom = 2.27 eV Å⁻¹
HOMO-LUMO gap = 8.268 eV
E_HOMO = -0.296 hartree
Energy above the lowest of the compared OMol25 structures with the same formula, charge and spin = 60.5 kcal/mol

Structure (XYZ):
```
14
Properties=species:S:1:pos:R:3:forces:R:3
O 2.7262 -2.2467 -0.2951 -0.3402 0.5498 -0.1094
C -0.8820 -0.2015 -2.4040 -0.4411 -0.4102 0.9141
H -1.9518 0.1721 -2.4902 1.2958 -1.1726 -0.0702
O -0.5975 -0.4257 -0.9857 -1.0194 -1.1317 -0.7031
C 0.4629 0.6979 2.4911 -0.7840 -0.1034 -0.0749
O -0.0515 0.0825 1.2248 0.8896 0.0385 1.4948
P 0.6010 0.2815 -0.2409 1.1832 -0.0086 0.5787
I 3.6303 0.1403 -1.8008 0.6670 0.5765 -0.6901
H 1.2235 0.0852 3.0456 -1.1086 -0.0585 -0.7428
H -0.2636 0.6091 -2.6073 0.9652 1.6790 -1.1911
H -0.5042 -1.0527 -3.0303 -1.0392 0.5715 0.7240
H 1.0016 1.6187 2.2632 -0.3386 0.1867 -0.1392
C 2.3823 -1.1661 -0.5944 -1.6132 -0.2297 1.1319
H -0.4717 0.9193 3.1329 1.6834 -0.4871 -1.1226
```
Forces are in eV/Å.

natural (NBO) population analysis, charges in e, atoms 1 to 6:
1 O -0.525
2 C -0.250
3 H 0.211
4 O -0.839
5 C -0.260
6 O -0.838

---

# C9H15N3

An isolated molecule of C9H15N3 in a non-equilibrium geometry (ωB97M-V with the def2-TZVPD basis set, OMol25).

Strongest force on any atom = 4.94 eV Å⁻¹
SMILES = C=C(CC(C)(C)C)c1cn[nH]n1
HOMO-LUMO gap = 9.971 eV
E_HOMO = -0.334 hartree
Energy above the lowest of the compared OMol25 structures with the same formula, charge and spin = 74.1 kcal/mol

Structure (XYZ):
```
27
Properties=species:S:1:pos:R:3:forces:R:3
C 1.0012 -0.1656 -0.1530 0.3469 -0.6549 -0.0631
C 2.2297 -0.8274 0.4286 2.9610 -1.3852 0.9779
H -2.5533 0.6566 4.0856 -0.3315 -0.0429 -1.1012
N -2.7552 0.6059 3.0751 -0.6733 0.5735 1.3405
C 0.7429 1.1311 0.5689 1.4430 1.5578 -3.4306
C -1.7263 -0.1769 -0.2418 2.4964 -1.0713 4.1251
H -0.3111 -1.7114 -0.7562 0.4278 -1.3334 0.1604
H 3.2049 -0.1479 0.4175 -1.9537 -1.4963 -0.4449
H -4.6079 0.8595 0.5163 1.5508 -0.0462 1.4485
N -1.8417 0.3453 2.2209 2.6339 -1.1031 -0.8058
H -3.1993 0.4394 -1.5643 0.1820 -0.0851 -0.1699
N -3.9385 0.8676 2.5639 -0.6980 0.4725 -0.0875
H 2.1767 -1.1556 1.5058 -0.5449 0.9035 -0.6487
H 2.1230 0.4207 -1.9722 0.5529 -0.3938 0.0657
C -2.2739 -0.1190 -1.4288 -0.6619 -0.5097 -0.2413
H -0.0327 -1.6102 1.1067 -0.8439 0.2816 -0.6696
C -3.7401 0.7681 1.2607 -1.2229 -0.5242 -1.7438
C -2.3866 0.3789 1.0132 -0.7163 0.0211 -0.5273
C -0.1411 -1.1187 0.1212 -3.5741 2.3378 -1.4503
H -0.0963 1.6302 0.1065 -0.3583 0.1978 -0.1563
H 0.5145 1.0262 1.5545 -0.2632 -0.4072 2.8625
C 1.1620 0.0075 -1.6938 -0.8468 1.3883 0.8417
H 0.4872 0.8518 -1.9834 -0.0024 -1.0687 -0.1541
H 2.4250 -1.8859 0.0019 0.0121 1.8548 -0.1163
H 1.6042 1.8119 0.3794 -0.3656 -0.3296 0.5319
H 0.9355 -0.9400 -2.1991 0.1833 0.4889 -0.1345
H -1.9631 -0.8101 -2.1974 0.2666 0.3743 -0.4092
```
Forces are in eV/Å.

natural (NBO) population analysis, charges in e, atoms 1 to 6:
1 C -0.114
2 C -0.610
3 H 0.410
4 N -0.143
5 C -0.596
6 C 0.038

---

# C24H31N6

A cluster of 2 separate species, C24H31N6 in total in a non-equilibrium geometry (ωB97M-V with the def2-TZVPD basis set, OMol25).

Strongest force on any atom = 3.15 eV Å⁻¹
HOMO-LUMO gap = 5.891 eV
E_HOMO = -0.365 hartree
Energy above the lowest of the compared OMol25 structures with the same formula, charge and spin = 35.2 kcal/mol
Total charge = +1

Structure (XYZ):
```
61
Properties=species:S:1:pos:R:3:forces:R:3
N 5.2115 -2.6530 0.2901 -0.7551 -0.0572 -0.0396
C 1.4919 -0.7846 -0.0200 -0.0322 -0.4298 -0.4647
H -4.2751 -4.6314 0.6915 -0.2429 0.1003 -0.0474
C 3.9598 -2.1690 0.0769 0.4630 -0.2159 0.2761
H 4.7582 -4.6950 0.3886 0.2263 0.1337 0.0445
H 1.2137 2.5031 1.0017 0.1402 0.1464 0.1670
C -3.4733 -2.1181 0.5556 -0.7020 -0.3125 -0.5065
H -5.7423 -4.2914 -0.2694 0.2350 0.1067 0.1925
C 1.0427 3.1874 0.1627 0.6371 0.0019 -0.1303
N -4.7373 -2.6070 0.4682 0.9805 0.0429 0.1501
H -6.2490 -1.8082 -0.7788 0.2015 -0.0745 0.2430
H 0.1989 0.9574 -0.0335 -0.0374 -0.3353 0.1717
C 1.1035 4.6565 0.6135 0.0771 0.0748 0.0472
H 6.9464 -1.5332 -0.1528 -0.2229 -0.1047 0.2197
N -3.5032 2.3244 -3.7900 1.8805 1.4995 1.7369
N -0.2712 2.9867 -0.3749 -0.1390 -0.7062 -0.1742
C 1.6053 -2.1688 -0.4028 0.2083 0.1236 0.6505
C -2.2502 -0.0746 0.1311 -0.6837 -0.0912 -0.1236
H 6.6579 -1.7996 1.5797 -0.2021 -0.0583 -0.2546
C -3.4514 -0.7350 0.2387 1.0578 0.1846 0.1114
H 1.9816 5.1290 0.1694 -0.0653 0.0666 0.2260
C 5.2975 -0.3175 0.6554 0.7150 0.5677 0.1972
N -2.6957 2.8077 -3.1316 -1.7964 -1.7816 -1.8797
H -1.9030 4.0444 0.3525 0.1455 0.0325 -0.0372
N -1.7017 3.1133 -2.4745 -0.7847 0.2657 -0.3556
H -5.7811 -4.1173 1.4981 0.1827 0.0422 -0.1824
H 5.3486 0.1411 1.6509 -0.1159 -0.0139 -0.2490
C -1.0910 4.1707 -0.3847 -0.6333 -0.0273 0.6365
H 0.0542 5.9721 -0.7582 -0.0598 -0.0374 0.0830
C -2.2867 -2.8029 0.8772 0.3385 -0.0788 0.3422
H -0.3618 2.3521 -1.1637 0.0588 0.7823 0.1014
C -1.7939 4.3781 -1.7359 0.3068 0.7862 0.2070
H 2.8605 -3.9300 -0.5168 -0.1618 0.2598 -0.1629
H -0.1869 -2.5834 1.2345 -0.3212 0.1128 -0.1503
H 1.8210 2.9615 -0.5910 -0.1676 0.1554 0.2169
H -1.2820 5.1790 -2.2992 -0.1819 -0.3724 0.0252
H -4.9973 0.1771 -0.9629 0.0549 -0.0482 0.1998
C 2.7997 -2.8647 -0.3063 -0.2963 -0.0107 -0.1355
H -0.6782 5.9422 0.8435 0.0878 -0.0994 -0.0859
H 1.1861 4.7361 1.7019 -0.0133 -0.0218 -0.2057
C -4.8593 -0.2862 0.0209 -0.6965 0.5663 -0.1064
C 3.9199 -0.7712 0.3037 -1.2413 0.1848 -0.0389
H 6.3184 -4.2167 1.1251 -0.2980 0.0640 -0.1931
H 2.6977 0.9751 0.4818 -0.0558 -0.2782 -0.0218
H -2.8261 4.7147 -1.5313 0.3103 -0.3020 -0.4030
H -6.4587 -1.4851 0.9550 0.2352 -0.1133 -0.2228
C -5.1509 -3.9824 0.6061 -0.1042 -0.2356 0.1310
C 2.7179 -0.0920 0.2585 0.6071 -0.2431 -0.0524
C -1.0957 -2.1042 0.8681 -0.1974 -0.1129 -0.6799
H 6.1559 -4.2977 -0.6414 -0.1282 0.0663 0.1821
H 5.6771 0.4151 -0.0662 -0.1023 -0.0682 0.1822
C -0.1875 5.3227 0.0895 0.1504 -0.0080 -0.3153
C -5.7087 -1.5752 0.1521 -0.2743 0.4687 -0.0717
C 6.1601 -1.6028 0.6172 0.2581 0.4264 -0.0798
H -2.3358 -3.8540 1.1570 0.1854 0.3275 0.1633
H -2.2299 0.9799 -0.1497 0.0834 -0.2254 0.0008
C 5.6272 -4.0364 0.2878 0.0557 -0.2098 -0.1896
H 0.7158 -2.6919 -0.7541 0.2912 0.1712 0.0388
C -1.0106 -0.7661 0.3398 0.3653 -0.0727 0.3991
H -5.1806 0.4443 0.7757 0.1835 -0.1002 -0.2098
C 0.2269 -0.1254 0.0697 -0.0099 -0.9143 0.4263
```
Forces are in eV/Å.

natural (NBO) population analysis, charges in e, atoms 1 to 6:
1 N -0.358
2 C -0.208
3 H 0.217
4 C 0.256
5 H 0.216
6 H 0.166